Entry 1:
{"formula": "C36H20CaF12N4OSSb", "method": "ωB97M-V/def2-TZVPD", "total_charge": 1, "e_above_lowest_ev": 0.088, "species": ["Ca", "O", "S", "C", "C", "C", "C", "H", "H", "H", "H", "H", "H", "H", "H", "F", "C", "C", "C", "C", "C", "C", "Sb", "C", "C", "C", "C", "F", "C", "C", "C", "C", "C", "C", "F", "C", "C", "H", "H", "H", "H", "H", "H", "H", "H", "H", "H", "H", "H", "F", "C", "F", "C", "F", "F", "F", "F", "C", "C", "F", "C", "C", "C", "F", "C", "C", "C", "N", "C", "N", "F", "C", "C", "N", "C", "N"], "coordinates": [[-1.15795, -0.57563, 0.87556], [-2.61615, -1.92231, -0.00889], [-3.31774, -3.10521, -0.68598], [-1.98227, -4.05807, -1.47176], [-1.90390, -3.66745, -2.95414], [-2.61527, -2.32653, -3.11637], [-3.87249, -2.44151, -2.26511], [-2.18650, -5.11391, -1.30211], [-1.08923, -3.77595, -0.91494], [-2.40264, -4.42569, -3.55932], [-0.86452, -3.61446, -3.27087], [-2.86498, -2.12034, -4.15675], [-1.98559, -1.51301, -2.75394], [-4.57436, -3.17796, -2.66564], [-4.41228, -1.51740, -2.06150], [-2.83015, 2.40883, -6.08939], [-2.56123, 2.46031, -4.77909], [-3.20162, 1.57051, -3.93664], [-2.91043, 1.62384, -2.58307], [-2.00775, 2.55901, -2.08195], [-1.38699, 3.44398, -2.95780], [-1.65795, 3.39776, -4.31776], [-1.62824, 2.56889, -0.00080], [-0.19015, 4.12338, 0.11629], [-0.53506, 5.38006, 0.60568], [0.41007, 6.39473, 0.67870], [1.69643, 6.12251, 0.25658], [2.62343, 7.09076, 0.34953], [2.07639, 4.88808, -0.23885], [1.11993, 3.88487, -0.30373], [-3.33638, 3.61852, 0.67296], [-4.16185, 4.30663, -0.21346], [-5.27011, 5.00009, 0.24869], [-5.53296, 4.99552, 1.60552], [-6.60274, 5.66054, 2.05639], [-4.73348, 4.32822, 2.51470], [-3.63282, 3.63462, 2.03527], [-3.90921, 0.86298, -4.34725], [-3.41013, 0.93030, -1.91274], [-0.68306, 4.17955, -2.58814], [-1.18416, 4.07384, -5.01610], [-1.54815, 5.58310, 0.93158], [0.16207, 7.37859, 1.05437], [3.09263, 4.73158, -0.57714], [1.40698, 2.91839, -0.69872], [-3.94606, 4.30649, -1.27528], [-5.92470, 5.54007, -0.42157], [-4.97899, 4.35712, 3.56727], [-3.00075, 3.11003, 2.74454], [1.49152, -1.88355, -0.01288], [0.66875, -0.99516, -0.72029], [0.21106, -1.74474, -1.81689], [1.62001, 0.01503, -1.33592], [0.92289, 0.91062, -2.06815], [2.22616, 0.72167, -0.34261], [2.57769, -0.48182, -2.10985], [5.14021, 2.16596, 2.23056], [4.09923, 2.90688, 2.56872], [4.26508, 4.22648, 2.74590], [5.46402, 4.74514, 2.57216], [3.17677, 5.11659, 3.11647], [1.88742, 4.45716, 3.25750], [1.72617, 3.14256, 3.05779], [0.50688, 2.62152, 3.20570], [2.81755, 2.25044, 2.72296], [2.67685, 0.89971, 2.57812], [1.41336, 0.23623, 2.67752], [0.43428, -0.36576, 2.71118], [3.74808, -0.00883, 2.29589], [4.54608, -0.80151, 2.06625], [0.84053, 5.17549, 3.61735], [3.34973, 6.44999, 3.30273], [4.61265, 7.11824, 3.17742], [5.58731, 7.72136, 3.11314], [2.27444, 7.34570, 3.62095], [1.44596, 8.09104, 3.89720]], "forces_ev_per_a": [[0.1, -0.1, -0.1], [-0.1, 0.0, 0.0], [0.0, 0.0, 0.0], [0.0, 0.0, 0.0], [0.0, 0.0, 0.0], [0.0, 0.0, 0.0], [0.0, 0.0, 0.0], [0.0, 0.0, 0.0], [0.0, 0.0, 0.0], [0.0, 0.0, 0.0], [0.0, 0.0, 0.0], [0.0, 0.0, 0.0], [0.0, 0.0, 0.0], [0.0, 0.0, 0.0], [0.0, 0.0, 0.0], [0.0, 0.0, 0.0], [0.0, 0.0, 0.0], [0.0, 0.0, 0.0], [0.0, 0.0, 0.0], [0.0, 0.0, 0.0], [0.0, 0.0, 0.0], [0.0, 0.0, 0.0], [0.0, -0.1, 0.0], [0.1, 0.0, 0.0], [0.0, 0.0, 0.0], [0.0, 0.0, 0.0], [0.0, 0.0, 0.0], [0.0, 0.0, 0.0], [0.0, 0.0, 0.0], [0.0, 0.0, 0.0], [0.0, 0.0, 0.0], [0.0, 0.0, 0.0], [0.0, 0.0, 0.0], [0.0, 0.0, 0.0], [0.0, 0.0, 0.0], [0.0, 0.0, 0.0], [0.0, 0.0, 0.0], [0.0, 0.0, 0.0], [0.0, 0.0, 0.0], [0.0, 0.0, 0.0], [0.0, 0.0, 0.0], [0.0, 0.0, 0.0], [0.0, 0.0, 0.0], [0.0, 0.0, 0.0], [0.0, 0.0, 0.0], [0.0, 0.0, 0.0], [0.0, 0.0, 0.0], [0.0, 0.0, 0.0], [0.0, 0.0, 0.0], [0.0, 0.0, 0.0], [-0.1, 0.0, 0.0], [0.0, 0.0, 0.0], [0.0, 0.0, 0.0], [0.0, 0.0, 0.0], [0.0, 0.0, 0.0], [0.0, 0.0, 0.0], [0.0, 0.0, 0.0], [0.0, 0.0, 0.0], [0.0, 0.0, 0.0], [0.0, 0.0, 0.0], [0.0, 0.0, 0.0], [0.0, 0.0, 0.0], [0.0, 0.0, 0.0], [0.0, -0.1, 0.0], [-0.1, 0.0, 0.0], [0.0, 0.0, 0.1], [0.0, 0.0, 0.0], [0.0, 0.1, -0.1], [0.0, 0.0, -0.1], [0.0, 0.0, 0.0], [0.0, 0.0, 0.0], [0.0, 0.0, -0.1], [0.0, 0.0, 0.0], [0.0, 0.0, 0.0], [0.0, -0.1, 0.1], [0.0, 0.0, -0.1]]}


Entry 2:
{"formula": "C32H37Br61I2P", "method": "ωB97M-V/def2-TZVPD", "total_charge": -1, "total_energy_ev": -4331848.6654, "species": ["C", "C", "I", "C", "I", "P", "C", "C", "C", "Br", "C", "C", "C", "C", "C", "C", "H", "H", "H", "H", "H", "H", "H", "H", "H", "H", "H", "H", "H", "H", "H", "H", "H", "C", "Br", "Br", "Br", "H", "C", "Br", "Br", "Br", "H", "C", "Br", "Br", "Br", "H", "C", "Br", "Br", "Br", "H", "C", "Br", "Br", "Br", "H", "C", "Br", "Br", "Br", "H", "C", "Br", "Br", "Br", "H", "C", "Br", "Br", "Br", "H", "C", "Br", "Br", "Br", "H", "C", "Br", "Br", "Br", "H", "C", "Br", "Br", "Br", "H", "C", "Br", "Br", "Br", "H", "C", "Br", "Br", "Br", "H", "C", "Br", "Br", "Br", "H", "C", "Br", "Br", "Br", "H", "C", "Br", "Br", "Br", "H", "C", "Br", "Br", "Br", "H", "C", "Br", "Br", "Br", "H", "C", "Br", "Br", "Br", "H", "C", "Br", "Br", "Br", "H"], "coordinates": [[3.26591, -2.64064, -1.06162], [3.49269, -1.80188, 0.27812], [5.41975, -2.06881, 1.27254], [2.50432, -0.94363, 0.83760], [3.07841, 0.07949, 2.71251], [0.75730, -0.67525, 0.08283], [0.23586, -2.50289, 0.32114], [-1.34572, -2.73566, 0.47563], [-2.04320, -1.88606, 1.64380], [-2.33322, -2.58482, -1.28491], [1.03055, 1.24424, -0.03482], [1.69952, 1.94869, -1.25280], [1.90522, 3.55296, -1.24871], [1.41590, 4.44186, -0.06093], [0.73069, 3.73245, 1.14106], [0.56991, 2.18706, 1.13773], [2.71461, -3.61213, -0.80775], [4.31649, -2.97076, -1.41832], [2.81293, -2.05528, -1.92550], [0.28316, -0.41960, 1.44785], [-0.58749, -0.41492, -0.43620], [1.20330, -0.87424, -1.27477], [0.53962, -3.05058, -0.65614], [0.85828, -3.01612, 1.15178], [-1.47370, -3.84900, 0.77437], [-1.71529, -2.36939, 2.63653], [-1.83640, -0.76565, 1.59407], [-3.18334, -2.01298, 1.55052], [2.05402, 1.34325, -2.15988], [2.38818, 4.12583, -2.11813], [1.54812, 5.58136, -0.04035], [0.35968, 4.35254, 2.02289], [0.08542, 1.70911, 2.04501], [-1.96648, -7.35753, 0.62226], [-1.91632, -8.21811, 2.36085], [-3.56700, -6.28897, 0.39448], [-0.35733, -6.32870, 0.27623], [-2.00310, -8.14981, -0.12485], [-2.65759, 2.55182, 3.95946], [-3.06838, 4.25832, 4.78988], [-1.78106, 2.77573, 2.24197], [-1.63941, 1.39975, 5.14212], [-3.60734, 2.05325, 3.77058], [3.17721, 5.86991, 3.94530], [2.26719, 5.63486, 2.24640], [4.44908, 4.44474, 4.27987], [4.00260, 7.62241, 4.09221], [2.41922, 5.80964, 4.72474], [-3.25760, -8.88295, -3.24877], [-3.21221, -9.75414, -1.51611], [-4.85750, -7.81053, -3.47575], [-1.64670, -7.85347, -3.57159], [-3.29235, -9.66940, -4.00061], [2.51220, -7.47862, -4.80621], [1.71978, -9.24924, -4.82081], [1.17371, -6.08491, -4.97674], [3.63944, -7.20678, -3.25197], [3.15544, -7.41093, -5.68255], [-6.76724, 1.83515, 2.33131], [-7.68622, 1.57695, 0.64201], [-5.43610, 0.45851, 2.64438], [-6.00849, 3.61335, 2.47711], [-7.51504, 1.74162, 3.11789], [9.21564, -0.69574, 0.58081], [9.67924, 0.73309, 1.80704], [9.11431, -0.06770, -1.25117], [10.41091, -2.21360, 0.75768], [8.21975, -1.04042, 0.85493], [6.41506, -6.54863, -7.18347], [5.62873, -8.32168, -7.20628], [5.06791, -5.16359, -7.34670], [7.54082, -6.27893, -5.62790], [7.05795, -6.47329, -8.05892], [-3.74836, 5.23279, -0.84343], [-5.32668, 4.11007, -0.74346], [-3.83632, 6.71832, 0.40336], [-2.12963, 4.19512, -0.61396], [-3.72030, 5.65870, -1.84499], [7.28194, -1.69444, -8.58999], [5.52159, -1.41854, -9.36005], [7.19016, -2.01980, -6.68163], [8.26314, -3.09071, -9.51354], [7.83908, -0.76897, -8.72885], [-1.84129, -2.60618, 6.82872], [-3.11744, -2.12021, 5.45165], [-1.42529, -4.50052, 6.78820], [-0.23815, -1.51571, 6.74986], [-2.31614, -2.40506, 7.78737], [-4.78396, 4.05731, 8.86895], [-3.83356, 5.74022, 9.02466], [-6.12397, 4.11318, 7.46749], [-3.56986, 2.56147, 8.64781], [-5.31248, 3.90231, 9.80816], [7.16303, 1.64707, -11.00737], [5.69221, 2.01067, -12.21945], [8.58823, 0.65914, -11.87932], [7.81810, 3.26543, -10.16279], [6.77234, 1.00925, -10.21323], [-7.82260, -2.03447, 4.83841], [-9.31179, -1.67160, 3.64978], [-6.40687, -3.01129, 3.94218], [-7.16524, -0.41453, 5.67762], [-8.19733, -2.67597, 5.63402], [11.37184, 4.82576, 0.90864], [9.60164, 5.13042, 0.17814], [11.31850, 4.51849, 2.82328], [12.29986, 3.40053, -0.02300], [11.94441, 5.73745, 0.74802], [-0.46128, 2.47322, -4.54804], [-1.27956, 0.71331, -4.52071], [-1.78946, 3.88329, -4.71094], [0.71566, 2.74989, -3.00068], [0.16146, 2.52010, -5.44234], [-13.81981, -2.52655, 3.18064], [-14.25124, -0.84437, 4.04484], [-12.97935, -2.25502, 1.45398], [-12.75691, -3.67347, 4.32766], [-14.76129, -3.04190, 2.99942], [-5.65184, 7.15986, 12.91727], [-5.31129, 5.29144, 12.52538], [-4.00741, 8.18044, 13.04169], [-6.89449, 7.94564, 11.65261], [-6.12602, 7.19865, 13.89630], [11.78034, 3.41697, -12.74658], [10.02107, 3.69321, -13.51501], [11.69149, 3.09082, -10.83687], [12.75839, 2.02014, -13.67126], [12.33749, 4.34165, -12.88589], [-12.69424, 2.43947, 2.64656], [-13.60878, 2.19382, 0.95362], [-11.37315, 1.05535, 2.95838], [-11.92822, 4.21442, 2.80207], [-13.44449, 2.34633, 3.43018]], "forces_ev_per_a": [[1.8, -0.5, 0.5], [-2.8, 1.9, 0.4], [-0.7, -0.3, -0.8], [4.3, -2.3, -0.8], [-0.9, -0.4, -1.0], [-2.3, 0.6, 0.8], [0.1, -1.5, -1.3], [0.9, -0.9, 1.9], [-0.6, -0.4, -0.6], [0.6, 0.0, 1.0], [1.3, 5.4, -0.1], [0.9, 0.9, 5.0], [0.1, 0.2, 4.1], [-0.9, -4.5, -0.3], [0.7, -2.4, -3.4], [2.1, 1.1, -3.0], [0.5, 1.5, -0.5], [-1.7, 0.5, 0.5], [0.2, -0.7, 1.5], [0.2, 0.1, 0.0], [0.0, 0.1, 0.0], [0.5, 0.1, 0.0], [-0.5, 0.6, 1.5], [-1.3, 0.8, -0.9], [-0.1, 1.9, -0.8], [-0.3, 1.0, -1.4], [0.0, -1.6, 0.1], [1.6, 0.1, 0.2], [0.4, 0.6, 2.7], [-0.3, -1.2, 1.8], [-0.3, -2.0, -0.6], [0.3, -1.5, -1.7], [1.7, 0.4, -1.7], [0.2, 0.1, -0.1], [0.0, 0.1, -0.3], [0.4, -0.2, 0.0], [-0.3, -0.2, 0.1], [0.1, 0.4, 0.4], [-0.3, 0.0, -0.3], [0.2, -0.2, 0.0], [-2.3, 0.2, 1.9], [-0.1, 0.3, -0.2], [0.2, 0.2, 0.2], [-0.2, 0.2, 0.0], [1.9, 1.0, 1.8], [-0.2, 0.3, -0.1], [0.0, -0.2, 0.0], [0.2, 0.0, -0.2], [0.1, 0.1, -0.2], [-0.2, -0.1, -0.4], [0.3, -0.2, 0.1], [-0.4, -0.2, 0.2], [0.0, 0.2, 0.2], [0.1, 0.1, -0.1], [0.2, 0.3, 0.0], [0.3, -0.3, 0.1], [-0.3, 0.0, -0.3], [-0.2, 0.0, 0.2], [0.0, 0.1, 0.1], [0.2, 0.0, 0.3], [-0.2, 0.3, -0.4], [-0.2, -0.5, 0.5], [0.2, 0.0, -0.2], [-0.1, 0.0, 0.0], [0.0, -0.2, -0.3], [0.1, -0.1, 0.4], [-0.2, 0.3, 0.0], [0.2, 0.1, -0.1], [0.1, 0.1, -0.1], [0.1, 0.3, 0.1], [0.2, -0.3, 0.1], [-0.3, -0.1, -0.3], [-0.2, 0.0, 0.2], [0.1, -0.2, -0.3], [0.3, 0.3, -0.5], [0.0, -0.2, -0.1], [-0.3, 0.5, -0.6], [0.0, -0.1, 0.3], [0.1, 0.0, 0.1], [0.3, -0.1, 0.1], [0.0, 0.1, -0.4], [-0.2, 0.2, 0.2], [-0.1, -0.3, 0.0], [-0.1, 0.1, 0.1], [0.2, -0.2, 0.3], [-0.1, 0.3, 0.0], [-0.3, -0.3, 0.0], [0.1, -0.1, -0.3], [0.0, -0.1, 0.1], [-0.1, -0.3, -0.1], [0.3, 0.0, 0.2], [-0.2, 0.3, 0.0], [0.1, 0.1, -0.3], [0.0, 0.0, 0.1], [0.3, -0.1, 0.2], [-0.3, 0.1, 0.2], [-0.2, -0.3, -0.2], [0.1, 0.2, -0.3], [0.1, 0.0, 0.1], [0.3, -0.1, 0.1], [-0.3, 0.2, 0.1], [-0.2, -0.3, 0.0], [0.1, 0.2, -0.2], [0.0, 0.1, -0.1], [0.3, -0.1, 0.2], [0.0, 0.0, -0.4], [-0.2, 0.2, 0.2], [-0.2, -0.3, 0.1], [0.1, 0.1, -1.1], [0.1, 0.3, 0.1], [0.0, -0.1, 0.0], [-4.8, 0.6, -4.3], [-0.4, 0.0, 0.0], [0.0, -0.1, -0.1], [-0.1, -0.4, -0.1], [-0.1, 0.0, 0.4], [-0.2, 0.3, -0.2], [0.3, 0.2, 0.1], [-0.1, 0.1, 0.0], [-0.1, 0.3, 0.1], [-0.3, -0.2, -0.1], [0.3, -0.2, 0.2], [0.1, 0.0, -0.3], [0.0, 0.1, 0.0], [0.4, 0.0, 0.1], [0.0, 0.0, -0.4], [-0.2, 0.2, 0.2], [-0.1, -0.3, 0.0], [0.0, -0.1, 0.1], [0.2, 0.0, 0.3], [0.0, 0.5, -0.1], [-0.1, -0.4, -0.1], [0.2, 0.0, -0.2]]}